(1)
{"formula": "C6H9O2", "method": "wB97M-V/def2-TZVPD", "species": ["O", "C", "O", "C", "C", "C", "C", "C", "H", "H", "H", "H", "H", "H", "H", "H", "H"], "xyz": [[-2.20917, -0.39228, 1.05564], [-1.94389, -0.15761, -0.11833], [-2.35899, -0.75205, -1.11040], [-1.40232, 1.44742, -0.44895], [-0.30783, 0.56930, -0.48686], [0.83716, 0.85638, 0.50221], [2.21667, -0.80194, -0.57051], [2.16465, 0.19040, 0.31657], [-2.01564, 1.66796, -1.30861], [-1.56577, 1.91177, 0.51434], [0.58566, -2.50530, 1.39528], [-0.05053, -0.00924, -1.36012], [0.39587, 0.61824, 1.48041], [0.95413, 1.93944, 0.42668], [1.26445, -1.29947, -0.86243], [2.98910, -1.50687, -0.87364], [0.44646, -1.77616, 1.44873]], "total_charge": -1, "homo_lumo_gap_ev": 5.44, "total_energy_ev": -10457.7072, "max_force_ha_per_bohr": 0.088, "multiplicity": 1, "relative_energy_kcal_mol": 145.5, "e_homo_ev": -2.5}

=====

(2)
{"formula": "C6H9O2P", "method": "wB97M-V/def2-TZVPD", "species": ["C", "C", "C", "C", "C", "C", "O", "O", "P", "H", "H", "H", "H", "H", "H", "H", "H", "H"], "xyz": [[1.82404, -1.04343, -0.38844], [1.47487, -2.40468, -0.70660], [0.86851, -0.02855, -0.07526], [-0.42381, -0.30751, 0.37853], [0.84478, 2.38609, -0.33311], [-2.72681, -0.01435, 0.88048], [1.57760, 1.15514, -0.17659], [-1.41532, 0.59967, 0.55234], [-0.03543, -3.07219, -0.95858], [2.93558, -0.75317, -0.28415], [2.21910, -3.17345, -1.01377], [1.05994, 3.17539, 0.46703], [-0.17466, 2.31524, -0.52698], [1.43204, 2.89629, -1.16714], [-3.02437, 0.48182, 1.86126], [-2.44601, -1.08590, 1.06768], [-3.28920, 0.19491, -0.01518], [-0.70084, -1.32134, 0.43847]], "homo_lumo_gap_ev": [7.96, 7.07], "total_energy_ev": -19746.1615, "max_force_ha_per_bohr": 0.091, "multiplicity": 3, "relative_energy_kcal_mol": 0.0, "e_homo_ev": [-7.1, -8.0], "s2": 2.070}

=====

(3)
{"formula": "C6H9O3Sm", "method": "wB97M-V/def2-TZVPD", "species": ["O", "Sm", "C", "O", "C", "C", "H", "H", "H", "C", "O", "C", "H", "H", "H", "C", "H", "H", "H"], "xyz": [[-1.75344, 1.58502, -0.94052], [0.42535, -2.39435, 0.75598], [-0.37156, -0.24399, -0.61585], [1.07446, 0.72197, 0.99448], [-1.00826, 1.67077, 0.09369], [-1.55179, 2.29681, 1.33519], [-1.92350, 3.30025, 1.09545], [-0.80775, 2.46975, 2.12170], [-2.43553, 1.74784, 1.68591], [0.35983, 1.10755, -0.03878], [0.47551, 0.47386, -1.73613], [1.10751, 0.31204, -2.98665], [0.94047, 1.24104, -3.54112], [2.13826, 0.06650, -2.72065], [0.63399, -0.50435, -3.54141], [2.23487, 1.45450, 1.43678], [2.45958, 2.30875, 0.79191], [1.94826, 1.80901, 2.42888], [3.06662, 0.74465, 1.43685]], "total_charge": 2, "homo_lumo_gap_ev": [4.89, 7.05], "total_energy_ev": -30387.3473, "max_force_ha_per_bohr": 0.150, "multiplicity": 8, "e_homo_ev": [-14.5, -16.5], "s2": 15.765}

=====

(4)
{"formula": "C6H9O6S", "method": "wB97M-V/def2-TZVPD", "species": ["C", "C", "C", "C", "C", "C", "O", "O", "O", "O", "O", "O", "S", "H", "H", "H", "H", "H", "H", "H", "H", "H"], "xyz": [[-1.18151, 0.93665, 1.16215], [-0.73046, -1.49130, 0.50586], [-2.59792, 1.08187, 0.61359], [-0.27077, 0.42251, -1.17933], [3.00043, -1.51409, 1.11211], [-0.39897, 0.09166, 0.25676], [0.04488, -2.18530, 1.11365], [-0.85849, 1.41112, 2.22256], [-1.82008, -1.68344, -0.02375], [3.92755, 0.83966, 0.42729], [2.54218, -0.32895, -1.20591], [1.56873, 0.70056, 0.80378], [2.75738, 0.01497, 0.19486], [-3.24533, 1.49894, 1.38098], [-2.95756, 0.10851, 0.28824], [-2.57482, 1.74505, -0.24922], [0.73842, 0.13921, -1.49951], [-0.42816, 1.48105, -1.38148], [-0.97437, -0.18378, -1.74930], [3.43261, -1.24601, 2.06645], [2.02694, -1.97230, 1.22873], [3.67112, -2.12968, 0.52990]], "total_charge": -1, "homo_lumo_gap_ev": [6.84, 5.31], "total_energy_ev": -29485.7543, "max_force_ha_per_bohr": 0.037, "multiplicity": 3, "relative_energy_kcal_mol": 0.0, "e_homo_ev": [-3.5, -5.5], "s2": 2.014}

=====

(5)
{"formula": "C6H9P", "method": "wB97M-V/def2-TZVPD", "species": ["C", "C", "P", "C", "C", "C", "C", "H", "H", "H", "H", "H", "H", "H", "H", "H"], "xyz": [[-2.44592, 1.33964, 0.67977], [-1.95875, 0.64368, -0.40403], [-0.91292, 1.50305, -1.54551], [0.64206, 0.76771, -1.44333], [1.12876, -0.36992, -0.58459], [1.50880, -1.56443, -1.00475], [1.20036, 0.03296, 0.87141], [-1.98519, 2.34815, 0.88987], [-3.27252, 0.91546, 1.29077], [-2.55251, -0.29202, -0.57216], [1.40567, 1.20466, -2.19073], [1.61092, -1.83018, -2.00302], [1.51923, -2.31751, -0.22463], [1.59984, -0.68186, 1.63191], [0.29366, 0.64334, 1.07196], [1.94666, 0.71530, 1.01708]], "homo_lumo_gap_ev": 8.87, "total_energy_ev": -15653.2357, "max_force_ha_per_bohr": 0.075, "multiplicity": 1, "relative_energy_kcal_mol": 57.9, "e_homo_ev": -8.8, "smiles": "C=C/P=C\\C(=C)C"}

=====

(6)
{"formula": "C6H9P3", "method": "wB97M-V/def2-TZVPD", "species": ["P", "C", "C", "C", "C", "C", "C", "P", "P", "H", "H", "H", "H", "H", "H", "H", "H", "H"], "xyz": [[-0.12454, 2.25529, -2.29362], [-0.25849, 0.62355, -2.12995], [-0.06548, -0.60299, -1.72540], [1.12090, -1.22023, -1.17402], [1.80807, -1.06557, -0.01275], [1.29606, -0.24673, 1.06373], [0.46240, 0.74018, 1.10090], [-0.43526, 2.16534, 1.27726], [-2.24765, 0.96558, 1.13067], [-0.14065, 2.14850, -3.70854], [-0.96695, -1.26849, -1.81329], [1.80675, -1.86066, -1.82278], [2.70297, -1.54878, 0.22558], [1.41881, -0.75678, 2.01853], [-2.88993, 1.58489, 0.03801], [-2.87708, 1.75502, 2.13136], [-0.19313, -1.66671, 2.53073], [-0.41680, -2.00141, 3.16359]], "homo_lumo_gap_ev": 8.68, "total_energy_ev": -34227.6152, "max_force_ha_per_bohr": 0.092, "multiplicity": 1, "relative_energy_kcal_mol": 84.3, "e_homo_ev": -8.7, "smiles": "P=C=C/C=C\\C=C=P#[PH2].[H][H]"}

=====

(7)
{"formula": "C6HBrCl2", "method": "wB97M-V/def2-TZVPD", "species": ["C", "C", "C", "C", "Cl", "H", "Cl", "C", "C", "Br"], "xyz": [[-0.19935, 0.37461, 2.52378], [0.31463, 0.22260, 1.40558], [0.94088, 0.01227, 0.17329], [1.88383, -0.30307, -0.55248], [3.02573, -0.52808, -1.67130], [-0.46823, 0.57433, 3.52169], [-0.27433, -1.95821, -2.03908], [-1.08656, -0.61845, -1.59237], [-1.82059, 0.36925, -1.46276], [-2.31602, 1.85475, -0.30637]], "homo_lumo_gap_ev": 8.98, "total_energy_ev": -101317.9191, "max_force_ha_per_bohr": 0.084, "multiplicity": 1, "relative_energy_kcal_mol": 13.4, "e_homo_ev": -9.2, "smiles": "C#CC#CCl.ClC#CBr"}

=====

(8)
{"formula": "C6O6Pm", "method": "wB97M-V/def2-TZVPD", "species": ["O", "C", "Pm", "O", "C", "C", "O", "C", "O", "C", "O", "O", "C"], "xyz": [[0.00293, 4.47324, -0.42980], [0.00223, 3.33478, -0.30831], [-0.00016, -1.12638, 0.64871], [0.00012, 0.20019, -2.82535], [-0.00004, -0.04905, -1.69594], [-0.00214, -3.26005, -0.08595], [-0.00301, -4.28999, -0.57834], [-2.09603, -0.00275, -0.13847], [-3.18690, 0.27840, -0.57933], [2.12511, -0.01029, -0.14236], [3.15852, 0.27638, -0.57439], [-0.00014, 0.27856, 3.91042], [-0.00050, -0.10302, 2.79912]], "total_charge": 3, "homo_lumo_gap_ev": [6.90, 7.22], "total_energy_ev": -35022.8137, "max_force_ha_per_bohr": 0.220, "multiplicity": 5, "e_homo_ev": [-22.9, -22.9], "s2": 6.004}

=====

(9)
{"formula": "C70H145N8O8", "method": "wB97M-V/def2-TZVPD", "species": ["C", "C", "C", "C", "C", "C", "N", "O", "C", "C", "C", "H", "H", "H", "H", "H", "H", "H", "H", "H", "H", "H", "H", "H", "H", "H", "H", "H", "H", "C", "C", "C", "C", "C", "C", "N", "O", "C", "C", "C", "H", "H", "H", "H", "H", "H", "H", "H", "H", "H", "H", "H", "H", "H", "H", "H", "H", "H", "C", "C", "C", "C", "C", "C", "N", "O", "C", "C", "C", "H", "H", "H", "H", "H", "H", "H", "H", "H", "H", "H", "H", "H", "H", "H", "H", "H", "H", "C", "C", "C", "C", "C", "C", "N", "O", "C", "C", "C", "H", "H", "H", "H", "H", "H", "H", "H", "H", "H", "H", "H", "H", "H", "H", "H", "H", "H", "C", "C", "C", "C", "C", "C", "N", "O", "C", "C", "C", "H", "H", "H", "H", "H", "H", "H", "H", "H", "H", "H", "H", "H", "H", "H", "H", "H", "H", "C", "C", "C", "N", "C", "C", "C", "C", "C", "H", "H", "H", "H", "H", "H", "H", "H", "H", "H", "H", "H", "H", "H", "H", "H", "H", "H", "C", "C", "C", "N", "C", "C", "C", "C", "C", "H", "H", "H", "H", "H", "H", "H", "H", "H", "H", "H", "H", "H", "H", "H", "H", "H", "H", "C", "C", "C", "N", "C", "C", "C", "C", "C", "H", "H", "H", "H", "H", "H", "H", "H", "H", "H", "H", "H", "H", "H", "H", "H", "H", "H", "O", "C", "O", "O", "H"], "xyz": [[2.42721, -2.50233, -2.89380], [1.68682, -2.23623, -4.17146], [2.05612, -0.86532, -4.78977], [1.52112, -0.56283, -6.18373], [2.04647, -1.71506, -7.15789], [1.65640, -3.15917, -6.75666], [2.02721, -3.24960, -5.27124], [2.12049, -4.55632, -4.84608], [2.50611, -4.22991, -7.51306], [0.10131, -3.29568, -6.88066], [0.11914, -2.26435, -3.91568], [3.45914, -2.78753, -3.09844], [2.17678, -3.45252, -2.42206], [2.38817, -1.73363, -2.12201], [3.10900, -0.61025, -4.66957], [1.64404, -0.09861, -4.13369], [1.90567, 0.42564, -6.43502], [0.43129, -0.57076, -6.16619], [3.12468, -1.61630, -7.03219], [1.73101, -1.36770, -8.14172], [3.53422, -4.24727, -7.15139], [2.47900, -3.98907, -8.57577], [2.00352, -5.17928, -7.32814], [-0.26678, -4.11023, -6.25686], [-0.28828, -3.52165, -7.87327], [-0.45081, -2.39331, -6.61798], [0.06505, -1.63301, -3.02879], [-0.37095, -3.23750, -3.88577], [-0.48656, -1.73301, -4.64978], [3.18382, -7.41661, -0.01785], [1.88089, -6.91098, -0.70219], [0.88118, -8.09618, -0.61751], [0.30958, -8.24285, 0.81396], [-0.38584, -6.90935, 1.28493], [0.34987, -5.55222, 1.19422], [1.39477, -5.65033, 0.07424], [1.93897, -4.42249, -0.29818], [1.00331, -5.25623, 2.65044], [-0.62889, -4.35619, 0.93687], [1.92589, -6.35154, -2.18073], [2.95024, -7.79803, 0.97616], [3.93251, -6.65640, 0.20498], [3.52885, -8.31964, -0.52144], [1.41499, -8.91374, -1.10201], [0.02807, -7.82970, -1.24142], [0.97859, -8.58853, 1.60202], [-0.46016, -9.00544, 0.93252], [-0.72927, -7.02994, 2.31236], [-1.38478, -6.80073, 0.86251], [1.78270, -5.98674, 2.86724], [0.12715, -5.23025, 3.29833], [1.40071, -4.25323, 2.80587], [-1.12672, -4.61041, 0.00111], [-0.22649, -3.34566, 0.86609], [-1.52586, -4.27125, 1.55031], [1.72863, -7.05408, -2.99044], [2.80344, -5.72979, -2.35806], [1.12980, -5.64481, -2.41498], [-2.76654, 5.08063, -7.45407], [-2.90753, 3.54545, -7.44297], [-1.53222, 2.97398, -7.61215], [-0.62958, 3.11897, -6.40079], [-1.15780, 2.45739, -5.16917], [-2.56628, 2.90198, -4.70317], [-3.46621, 3.12643, -6.03453], [-4.84030, 3.19687, -5.85789], [-2.42472, 4.27422, -3.95352], [-3.16248, 1.89043, -3.73847], [-3.68866, 3.06081, -8.65529], [-3.59329, 5.74300, -7.19745], [-2.33540, 5.39275, -8.40528], [-2.02127, 5.27858, -6.68368], [-1.04833, 3.33094, -8.52128], [-1.56795, 1.90344, -7.81407], [-0.38614, 4.17218, -6.26078], [0.36699, 2.74686, -6.63844], [-0.49340, 2.68544, -4.33570], [-1.04027, 1.39545, -5.38500], [-2.03517, 4.24558, -2.93590], [-3.36978, 4.72386, -3.64889], [-1.76287, 4.93881, -4.50883], [-2.83961, 1.84108, -2.69855], [-3.10411, 0.86308, -4.09798], [-4.24194, 1.87133, -3.88844], [-4.17188, 2.13019, -8.35772], [-3.10058, 2.91891, -9.56200], [-4.50594, 3.73921, -8.90008], [3.07501, -1.30191, 1.21488], [4.13652, -0.25255, 0.76978], [5.07754, -1.10426, -0.18088], [5.82205, -0.35290, -1.29446], [4.95712, 0.66490, -2.12232], [4.20697, 1.63917, -1.20438], [3.52128, 0.85525, -0.11426], [2.68261, 1.77401, 0.58401], [3.15630, 2.24921, -2.07705], [5.20454, 2.75514, -0.81533], [5.04175, 0.34309, 1.79989], [3.29148, -1.74078, 2.18886], [3.08405, -2.24438, 0.66737], [2.09432, -0.84157, 1.33509], [4.48477, -1.80003, -0.77469], [5.72154, -1.89105, 0.21198], [6.27394, -1.05241, -1.99772], [6.70576, 0.20345, -0.98200], [4.31156, 0.08991, -2.78621], [5.46813, 1.19637, -2.92513], [2.30088, 1.60925, -2.29339], [3.57461, 2.71475, -2.96946], [2.69791, 3.10816, -1.58697], [4.73563, 3.50280, -0.17561], [5.78582, 3.13098, -1.65732], [5.96634, 2.27484, -0.20126], [4.54716, 1.10228, 2.40578], [6.00767, 0.72849, 1.47346], [5.35350, -0.31455, 2.61131], [0.31033, 4.22542, -0.07285], [-0.54288, 4.94336, 1.00047], [-1.85438, 4.02187, 1.24460], [-2.42557, 4.21239, 2.62487], [-1.42084, 4.25495, 3.68162], [-0.18937, 5.23409, 3.55253], [0.34317, 5.11536, 2.16813], [1.73318, 5.18028, 2.06931], [0.74930, 4.76278, 4.61234], [-0.76819, 6.65717, 3.92538], [-1.00911, 6.34061, 0.37239], [-0.16545, 4.26399, -1.05276], [0.43575, 3.15031, 0.05572], [1.24249, 4.70823, -0.36619], [-1.56211, 2.97213, 1.21717], [-2.62358, 4.19687, 0.49241], [-3.03762, 3.31840, 2.74433], [-2.97287, 5.15356, 2.67757], [-1.18184, 3.22373, 3.94156], [-1.95882, 4.42427, 4.61436], [0.90476, 3.69467, 4.46046], [0.37109, 4.93840, 5.61943], [1.69851, 5.29007, 4.70754], [0.10218, 7.28716, 3.74195], [-1.10916, 6.66602, 4.96064], [-1.68595, 6.97605, 3.43127], [-1.76687, 6.28076, -0.40884], [-0.07604, 6.83937, 0.11024], [-1.59030, 6.95383, 1.06109], [3.50030, 5.18514, 9.54589], [4.02565, 3.77872, 9.03691], [3.29226, 3.47141, 7.65499], [3.41154, 2.03500, 7.13861], [2.93469, 1.01213, 8.18835], [2.63913, 1.91889, 5.84224], [3.36368, 0.75038, 5.01128], [4.77145, 0.69682, 5.63227], [4.86035, 1.71749, 6.64739], [3.58482, 6.09542, 8.95230], [3.89567, 5.34355, 10.54924], [2.44380, 5.15178, 9.81193], [3.89589, 3.11166, 9.88913], [5.09168, 3.78710, 8.80971], [3.70175, 4.05157, 6.82806], [2.22980, 3.70555, 7.72175], [3.61143, 1.10973, 9.03723], [2.90672, 0.07143, 7.63844], [1.95737, 1.37242, 8.50953], [1.56767, 1.71873, 5.84507], [2.87512, 2.75322, 5.18173], [2.84775, -0.20204, 5.13290], [3.32868, 1.04773, 3.96320], [4.92246, -0.28863, 6.07293], [5.50224, 0.97135, 4.87156], [5.28568, 1.14919, 7.47458], [5.38557, 2.63899, 6.39626], [-7.80944, 1.06753, -3.46972], [-7.39051, -0.01592, -2.38999], [-5.78912, -0.11945, -2.35874], [-5.34114, -1.46929, -1.67652], [-5.88832, -1.77279, -0.22706], [-3.80055, -1.42686, -1.70548], [-3.26961, -2.88867, -1.53659], [-4.36268, -3.82615, -2.04705], [-5.41586, -2.78462, -2.54842], [-8.85826, 1.35094, -3.55791], [-7.64866, 0.69129, -4.48002], [-7.11525, 1.89614, -3.32967], [-7.85926, -0.94997, -2.69973], [-7.69328, 0.30059, -1.39187], [-5.21061, 0.71256, -1.95726], [-5.47268, -0.39938, -3.36352], [-6.95963, -1.66788, -0.05564], [-5.56026, -0.92853, 0.37931], [-5.40827, -2.67558, 0.15061], [-3.40255, -0.73454, -0.96360], [-3.66279, -1.20978, -2.76472], [-3.05625, -3.14831, -0.49969], [-2.34491, -2.93837, -2.11156], [-4.70406, -4.31902, -1.13675], [-3.88281, -4.45167, -2.79973], [-6.45372, -3.10052, -2.44278], [-5.27667, -2.56667, -3.60730], [-0.60364, -1.19911, 7.55384], [-0.26928, -0.68607, 6.17711], [-0.85240, -1.49013, 5.01094], [-2.29607, -1.11242, 4.47607], [-3.33370, -1.17023, 5.69965], [-2.31241, 0.29147, 3.84241], [-3.23861, 0.20903, 2.68197], [-3.65423, -1.21031, 2.40791], [-2.81995, -2.09424, 3.34473], [-1.65389, -1.41743, 7.74728], [-0.42628, -0.38318, 8.25450], [-0.10738, -2.11130, 7.88512], [0.81728, -0.65038, 6.09824], [-0.55945, 0.36372, 6.22003], [-0.89873, -2.55363, 5.24526], [-0.19307, -1.47162, 4.14316], [-3.15458, -0.37355, 6.42167], [-3.33407, -2.20790, 6.03334], [-4.31284, -1.02172, 5.24432], [-2.58319, 1.04078, 4.58626], [-1.29003, 0.59068, 3.61150], [-4.10692, 0.85622, 2.80564], [-2.79476, 0.60478, 1.76847], [-4.73192, -1.36973, 2.44372], [-3.51922, -1.58251, 1.39236], [-3.34036, -2.85547, 3.92593], [-1.92828, -2.40205, 2.79858], [-1.27158, -1.20370, -0.09220], [-0.32083, -0.25911, 0.01404], [0.47476, -0.16041, -0.86869], [-0.26153, 0.52116, 0.99799], [-0.82474, -1.42498, -0.91254]], "total_charge": 7, "homo_lumo_gap_ev": 4.78, "total_energy_ev": -103142.0676, "max_force_ha_per_bohr": 0.202, "multiplicity": 1, "e_homo_ev": -21.6}